Entry 1:
26
Properties=species:S:1:pos:R:3:forces:R:3:mulliken_charge:R:1 method="wB97M-V/def2-TZVPD" orbital_gap_ev="7.010 / 5.465" spin_multiplicity=3 e_above_lowest_kj_mol=15.4 lumo_ev="-0.24 / -3.49"
C 0.2621 -0.2013 -2.1646 1.458 -3.502 2.820 -1.177
C 1.2051 -1.1292 -1.7436 1.351 0.270 -1.090 -0.214
C -0.3351 0.4271 -1.0521 -1.935 1.726 -0.463 0.785
C 1.5959 -1.1817 -0.3219 -1.356 -1.024 -0.315 -0.456
C 0.8632 -1.6958 0.7285 0.449 -0.886 0.702 0.460
C -1.1456 -0.2657 -0.2443 -0.183 2.004 -1.092 0.315
C 0.1136 1.8139 -0.7736 0.454 0.801 0.228 -1.416
C -1.6177 0.2737 1.0160 -1.473 1.757 3.154 -1.514
N 1.2263 -1.5826 2.0189 -0.075 -1.137 2.209 -0.379
N 2.8445 -0.6414 -0.1143 0.305 0.535 -0.422 1.200
N -1.6788 -1.4157 -0.7338 0.071 1.225 4.558 1.033
O 3.5115 -0.3941 -1.1079 0.758 0.205 -0.018 -0.668
O 3.1959 -0.3637 1.0261 0.952 0.226 0.690 -0.779
O -1.6793 -1.6925 -1.9550 0.398 -1.221 -3.214 -0.517
O -2.1493 -2.1847 0.1700 -0.855 -1.652 -0.640 -0.655
H 0.0403 0.0760 -3.1087 -0.233 0.705 -3.147 0.682
H 2.0411 -1.5536 -2.3656 -1.546 0.335 0.034 0.464
H -0.0006 -2.3811 0.5109 0.763 1.062 0.374 0.294
H -0.7628 2.4764 -0.4073 1.832 -0.969 -0.342 0.295
H 0.6308 2.3100 -1.6848 -0.782 -0.896 1.670 0.346
H 0.8751 1.4904 0.0182 -0.536 1.836 -0.576 0.352
H -1.3208 1.3236 1.2951 0.477 -1.065 -0.876 0.340
H -1.3799 -0.2857 1.9208 0.488 -0.429 -0.204 0.250
H -2.7036 0.3990 1.1922 0.083 -0.587 -0.975 0.399
H 0.7553 -2.1810 2.7891 0.963 1.468 -2.233 0.303
H 2.1503 -1.1140 2.2744 -1.828 -0.785 -0.833 0.261

***

Entry 2:
19
Properties=species:S:1:pos:R:3:forces:R:3:mulliken_charge:R:1 method="wB97M-V/def2-TZVPD" orbital_gap_ev=9.755 e_above_lowest_kj_mol=223.3 lumo_ev=1.00
C -0.5606 1.8045 -1.0335 -0.838 -1.569 0.630 -1.113
C 0.4739 1.3837 0.0094 1.764 -0.297 1.271 -0.765
C 0.8241 -0.1097 -0.0680 -0.357 -0.719 -0.885 0.241
C 1.8222 -0.6188 -0.7999 0.306 1.714 -1.990 -0.850
C -0.6892 -2.0257 -0.2644 0.888 0.037 -0.208 -0.838
C -0.1767 -1.0786 0.5193 -1.803 1.533 -0.765 0.746
C -0.8348 -0.6490 1.8059 1.744 -1.039 2.069 -1.318
H -0.0883 1.9232 -2.0053 0.134 0.303 0.063 0.330
H -1.2582 0.9540 -1.1675 -0.053 0.556 0.065 0.295
H -1.1221 2.6803 -0.7225 0.038 0.146 -0.181 0.325
H 0.3257 1.4971 1.0972 -1.081 0.722 -0.562 0.372
H 1.3114 2.0654 -0.1519 0.560 -0.536 -0.087 0.430
H 2.5112 0.0716 -1.2878 -0.035 0.594 0.450 0.306
H 1.8771 -1.4624 -1.4836 -0.278 -1.211 1.531 0.267
H -0.3882 -1.9405 -1.3121 -0.070 -0.907 0.276 0.267
H -1.2527 -2.8590 0.1372 -0.490 0.276 -0.313 0.297
H -1.2288 0.3609 1.8505 -0.081 0.018 -0.480 0.258
H -0.0168 -0.6818 2.5479 -0.043 0.576 0.102 0.360
H -1.5292 -1.3151 2.3291 -0.306 -0.199 -0.987 0.388

***

The evaluated max |F| for the records listed, in turn: 4.727 2.899 eV Å⁻¹.